Density functional theory data (ωB97M-V/def2-TZVPD) for a molecular structure, C32H34BrN8O7P2S3Ti at a distorted geometry.

Last column: Mulliken spin population.
Cartesian coordinates (Å):
Ti 0.311 0.243 -0.193  0.997
S -0.444 -1.945 6.975  -0.002
N -1.482 -2.044 5.749  -0.003
C -0.864 -1.546 4.692  -0.003
C -1.438 -1.419 3.357  -0.023
C -2.720 -1.864 3.025  0.035
C -3.158 -1.690 1.735  -0.017
C -2.320 -1.073 0.811  0.072
N -1.103 -0.637 1.125  -0.048
C -0.659 -0.820 2.377  0.021
C 0.738 -0.406 2.647  -0.004
N 1.430 0.077 1.610  0.002
C 2.713 0.374 1.782  0.005
C 3.346 0.259 3.016  0.004
C 2.631 -0.188 4.100  0.003
C 1.297 -0.548 3.908  -0.001
C 0.457 -1.106 4.963  0.000
N 0.814 -1.279 6.224  0.001
H -3.334 -2.339 3.780  0.001
H -4.143 -2.015 1.429  0.000
H -2.631 -0.908 -0.214  0.001
H 3.226 0.746 0.905  -0.001
H 4.386 0.540 3.103  0.000
H 3.074 -0.279 5.083  0.000
S 2.131 1.099 -1.453  -0.041
C 2.523 2.769 -1.029  0.015
C 3.564 3.396 -1.724  0.003
C 3.880 4.726 -1.505  0.001
C 3.148 5.456 -0.572  -0.002
C 2.141 4.839 0.149  0.002
C 1.824 3.488 -0.049  0.004
S 0.616 2.720 0.959  -0.039
H 4.120 2.812 -2.448  -0.001
H 4.689 5.191 -2.055  0.000
H 3.368 6.503 -0.403  0.000
H 1.578 5.397 0.888  0.001
C -2.090 -4.128 -1.146  0.002
C -0.705 -3.646 -1.571  0.002
O -0.129 -4.592 -2.479  0.000
P 0.466 -3.575 -0.131  -0.001
O -0.320 -4.397 1.002  0.000
O 1.665 -4.487 -0.589  0.000
O 0.932 -2.277 0.399  0.008
P -0.785 -2.017 -2.507  0.003
O -2.358 -1.619 -2.531  0.001
O -0.367 -2.373 -3.885  -0.001
O -0.123 -0.919 -1.718  0.007
H -2.016 -5.126 -0.716  0.000
H -2.736 -4.163 -2.022  0.000
H -2.538 -3.468 -0.405  -0.001
H -0.053 -4.116 -3.335  0.000
H -0.168 -4.012 1.876  0.000
H 1.390 -5.103 -1.291  0.000
H -2.687 -1.774 -3.427  0.000
Br 2.621 -0.918 -4.318  0.000
C 3.644 -1.751 -2.957  0.000
C 4.891 -2.266 -3.303  0.001
C 5.670 -2.789 -2.290  0.000
C 5.183 -2.775 -0.989  0.001
C 3.920 -2.260 -0.772  0.002
N 3.150 -1.757 -1.741  0.003
H 5.230 -2.233 -4.328  0.000
H 6.650 -3.191 -2.511  0.000
H 5.768 -3.161 -0.165  0.000
H 3.483 -2.248 0.221  0.000
C -4.291 3.543 1.125  0.000
C -3.522 2.492 1.893  0.001
N -2.464 1.952 1.057  0.004
C -2.430 1.964 -0.302  -0.004
N -1.389 1.458 -0.906  -0.020
C -1.278 1.665 -2.372  0.012
C -2.137 2.797 -2.882  0.001
C -3.546 2.570 -2.390  0.000
N -3.509 2.523 -0.938  0.000
C -4.694 2.940 -0.204  0.000
H -3.640 4.400 0.940  0.000
H -5.165 3.881 1.682  0.000
H -4.198 1.689 2.210  0.000
H -3.066 2.912 2.788  0.000
H -1.549 1.865 1.466  0.008
H -1.554 0.745 -2.886  -0.002
H -0.229 1.855 -2.586  -0.009
H -2.109 2.825 -3.972  0.000
H -1.768 3.752 -2.498  0.000
H -3.952 1.639 -2.804  0.000
H -4.211 3.384 -2.681  0.000
H -5.373 2.092 -0.043  0.000
H -5.222 3.670 -0.815  0.000

Computed properties:
HOMO level (alpha / beta) ... -6.140 / -6.160 eV
2S+1 ... 2
Expectation value of S² ... 0.757
Molecular weight ... 928.59 u